# C7H11N2OS2

A gas-phase ion, C7H11N2OS2 (charge -1) (ωB97M-V with the def2-TZVPD basis set, OMol25).

Summary:
Highest occupied orbital energy (eV): -2.569
Structure (SMILES): CC=S(=CC)(N[O-])c1nccs1
LUMO level (eV): 3.06
Calculated total energy (eV): -34128.2574
Frontier orbital gap (eV): 5.63
Energy above the lowest of the compared OMol25 structures with the same formula, charge and spin (kcal per mole): 41.6
Charge: -1

Each line ends with the Mulliken charge.
Atoms and positions in Å:
1 C 1.95 -0.93 2.07  -1.20
2 C 1.47 0.01 0.96  -0.50
3 S 0.26 -0.52 -0.02  0.45
4 C -1.41 -0.36 0.62  -0.41
5 C -1.48 -0.15 2.11  -1.31
6 N 0.11 -2.29 -1.15  -0.21
7 O -0.73 -3.13 -0.61  -0.53
8 C 0.12 0.82 -1.15  0.34
9 N 0.97 1.34 -1.94  -0.51
10 C 0.35 2.18 -2.83  -0.40
11 C -0.96 2.33 -2.70  -0.36
12 S -1.58 1.32 -1.40  0.00
13 H 2.16 -0.35 3.02  0.24
14 H 1.22 -1.71 2.17  0.34
15 H 2.83 -1.44 1.77  0.35
16 H 2.32 0.48 0.52  0.34
17 H -1.93 -1.21 0.17  0.46
18 H -1.07 -0.87 2.78  0.25
19 H -0.94 0.78 2.30  0.34
20 H -2.53 0.24 2.33  0.31
21 H -0.38 -1.76 -2.05  0.23
22 H 1.00 2.54 -3.66  0.35
23 H -1.74 2.68 -3.30  0.41